{"formula": "C5H15N2", "method": "ωB97M-V/def2-TZVPD", "s2": 0.7509, "multiplicity": 2, "symbols": ["N", "C", "C", "N", "C", "C", "C", "H", "H", "H", "H", "H", "H", "H", "H", "H", "H", "H", "H", "H", "H", "H"], "xyz": [[-1.2983, -0.9749, -2.0453], [-2.1444, -0.9802, -0.7100], [-1.2637, -0.4094, 0.4708], [-0.3233, 0.6602, 0.0134], [1.7740, -0.5199, 0.8352], [0.9301, 0.6644, 0.9597], [1.6954, 1.9668, 0.6036], [-1.9127, -1.0189, -2.8901], [-0.5542, -0.2119, -2.1669], [-0.5162, -1.8085, -1.9334], [-2.5398, -1.9624, -0.5497], [-3.1948, -0.3315, -0.8810], [-0.4839, -1.2995, 0.6639], [-1.8756, -0.2231, 1.4386], [-0.8210, 1.5275, 0.2202], [2.9139, -0.2962, 0.9327], [1.6224, -1.0185, -0.1848], [1.6528, -1.3389, 1.4747], [0.5355, 0.8798, 2.0510], [1.7679, 2.0984, -0.4644], [1.2779, 2.9117, 1.0598], [2.7581, 1.6848, 1.1019]], "forces_ev_per_a": [[1.1, -0.3, 1.6], [-1.6, 3.7, -0.7], [1.6, -2.7, -0.2], [0.0, -0.7, 2.2], [2.8, -1.3, -2.7], [-3.1, 3.5, 0.9], [1.9, -0.8, 2.2], [0.3, -0.3, 0.0], [-1.6, -0.2, 0.6], [-1.1, 0.1, -0.6], [0.4, -0.7, 0.1], [3.1, -1.4, 0.2], [-2.1, 1.6, 0.0], [1.0, -0.1, -1.7], [0.4, 0.1, -0.3], [-2.0, -0.1, -0.3], [0.4, 0.9, 1.0], [-0.7, -0.9, 1.5], [0.7, -0.9, -1.8], [0.3, -0.1, -0.3], [0.4, -1.2, -0.4], [-2.1, 1.6, -1.4]]}

{"formula": "C5H15N2", "method": "ωB97M-V/def2-TZVPD", "charge": 1, "smiles": "CC[C@@H](N)[C@@H](C)[NH3+]", "multiplicity": 1, "symbols": ["C", "C", "C", "C", "C", "N", "N", "H", "H", "H", "H", "H", "H", "H", "H", "H", "H", "H", "H", "H", "H", "H"], "xyz": [[-1.0739, -1.0632, -1.8284], [-0.0793, -1.1762, 1.7581], [-0.3054, 0.2400, -1.8081], [-0.2520, 0.0137, 0.8894], [0.6857, 0.2714, -0.4123], [0.1082, 1.2228, 1.7018], [1.4894, 1.4319, -0.1762], [-0.4087, -1.9675, -1.7773], [-1.8167, -1.0926, -1.0848], [-1.6049, -1.1346, -2.7250], [-0.7416, -1.1597, 2.5737], [0.8583, -1.2857, 2.2552], [-0.3556, -1.9970, 1.2288], [0.1588, 0.4739, -2.7544], [-1.0268, 0.9979, -1.6282], [-1.2710, 0.0387, 0.5499], [1.3093, -0.6066, -0.6068], [0.4947, 1.0321, 2.6072], [-0.7492, 1.7992, 1.8831], [1.0740, 1.7605, 1.1276], [1.0511, 2.2686, -0.5691], [2.5277, 1.3951, -0.5234]], "forces_ev_per_a": [[2.2, -0.8, 0.0], [0.7, 1.1, 0.5], [1.1, 0.0, 2.9], [2.0, 1.9, -0.5], [-1.9, -2.4, -2.4], [-1.8, 1.8, 0.8], [3.0, 1.5, -1.3], [-0.6, 0.8, 0.1], [-0.8, -0.3, 1.2], [-0.8, -0.2, -1.6], [-1.3, 0.4, 1.0], [1.2, -0.1, -0.3], [-0.3, -2.8, -1.5], [0.8, -0.1, 0.1], [-0.7, 1.1, 0.0], [-0.5, 0.5, 0.1], [0.2, 0.2, 0.5], [0.0, -0.7, 0.7], [1.2, -0.4, -0.3], [-1.4, -1.4, -0.5], [0.4, -0.2, -0.4], [-2.7, -0.1, 0.8]]}

{"formula": "C5H15N2", "method": "ωB97M-V/def2-TZVPD", "charge": 1, "smiles": "CCC[C@H](N)C[NH3+]", "multiplicity": 1, "symbols": ["N", "C", "C", "C", "C", "C", "N", "H", "H", "H", "H", "H", "H", "H", "H", "H", "H", "H", "H", "H", "H", "H"], "xyz": [[0.3217, -0.5946, -1.4207], [0.3755, -0.2075, 0.0097], [-1.0071, -0.3536, 0.6816], [-2.0305, 0.6846, 0.1746], [-1.5383, 2.1282, 0.2378], [1.3694, -1.1850, 0.6309], [2.6448, -1.0746, -0.1601], [0.3209, 0.1670, -2.0577], [2.2505, -0.9298, -1.1180], [-0.4807, -1.1856, -1.5756], [0.6528, 0.8455, 0.0224], [-0.9446, -0.3719, 1.7675], [-1.3883, -1.3310, 0.3597], [-2.9784, 0.4932, 0.6812], [-2.2994, 0.4880, -0.8634], [-0.7203, 2.3038, -0.4642], [-1.2246, 2.4273, 1.2342], [-2.3183, 2.7918, -0.1362], [1.5332, -0.9194, 1.6734], [1.0541, -2.2063, 0.4425], [3.3537, -1.8015, -0.1780], [3.0539, -0.1686, 0.0584]], "forces_ev_per_a": [[0.5, -0.4, 0.9], [-1.0, -0.5, -0.9], [-0.1, -0.1, -1.0], [0.3, -0.1, -0.1], [-0.5, 0.0, -0.3], [0.3, 0.2, 0.2], [-0.5, 1.6, -0.6], [-0.3, 0.7, -0.5], [0.0, -0.5, -0.1], [-0.1, -0.1, -0.4], [0.6, -0.1, 0.5], [0.1, 0.2, 0.1], [0.1, -0.1, 0.3], [0.1, 0.4, 0.4], [0.3, -0.2, -0.2], [0.2, -0.1, 0.1], [0.0, 0.1, 0.1], [-0.1, 0.1, 0.4], [0.2, -0.5, 0.0], [-0.4, 0.0, 0.5], [-0.2, -0.2, 0.4], [0.6, -0.1, 0.2]]}

Respective relative energy (zero: lowest compared OMol25 entry of this formula, charge and spin) values: 3.454, 1.677, 0.431 eV.